#one
Formula: C16H30As3Cl3N3PdSeSi
Source: the OMol25 dataset
Level of theory: the ωB97M-V functional and the def2-TZVPD basis

Geometry as ORCA input:
```
! RIJCOSX wB97M-V def2-TZVPD def2/J DEFGRID3
* xyz 1 1
Pd -1.24 0.78 -0.84
C -0.33 1.47 2.46
As 0.40 1.41 0.66
C 1.14 3.19 0.44
C 2.02 0.34 0.59
C 1.96 -1.18 0.81
C 1.22 -1.50 2.11
C 1.31 -1.92 -0.36
As -0.60 -1.62 -0.67
C -0.84 -2.56 -2.35
C -1.51 -2.81 0.58
C 3.41 -1.69 0.98
As 4.84 -1.76 -0.42
C 4.42 -0.30 -1.68
C 4.17 -3.24 -1.52
H 0.49 1.51 3.19
H -0.96 0.61 2.66
H -0.92 2.38 2.54
H 1.87 3.39 1.22
H 0.33 3.91 0.50
H 1.61 3.25 -0.54
H 2.71 0.79 1.31
H 2.41 0.56 -0.41
H 0.18 -1.16 2.09
H 1.71 -1.03 2.97
H 1.21 -2.58 2.29
H 1.44 -3.00 -0.24
H 1.80 -1.64 -1.30
H -0.59 -3.61 -2.22
H -0.19 -2.12 -3.10
H -1.87 -2.47 -2.67
H -0.92 -3.71 0.78
H -2.46 -3.11 0.13
H -1.70 -2.29 1.52
H 3.37 -2.74 1.31
H 3.86 -1.15 1.82
H 4.56 0.67 -1.20
H 3.42 -0.36 -2.11
H 5.14 -0.38 -2.49
H 3.83 -4.05 -0.88
H 5.00 -3.62 -2.12
H 3.37 -2.95 -2.20
Se -4.81 -0.65 1.70
N -5.90 0.75 1.82
C -5.27 1.77 1.27
C -5.80 3.09 1.13
C -5.01 4.00 0.50
C -3.71 3.63 0.01
N -3.19 2.45 0.12
C -3.96 1.50 0.75
N -3.52 0.27 0.88
H -6.78 3.32 1.51
H -5.33 5.02 0.35
H -3.12 4.39 -0.49
Cl -0.89 3.47 -3.85
Si -0.51 1.83 -2.70
Cl 1.05 0.87 -3.65
Cl -2.29 0.58 -3.01
*
```

The calculation puts the HOMO energy at -0.3910 Eh. For the gap between HOMO and LUMO, the calculation gives 6.766 eV. The calculation puts the LUMO energy at -3.874 eV.

List of Löwdin charges in e, atom by atom: 0.06 -0.26 1.03 -0.27 -0.31 -0.66 -0.07 -0.33 1.08 -0.29 -0.29 -0.38 1.15 -0.36 -0.35 0.05 0.02 0.03 0.04 0.04 0.03 0.10 0.05 0.03 0.10 0.10 0.09 0.05 0.04 0.02 0.02 0.04 0.03 0.00 0.07 0.06 0.02 -0.03 0.02 0.02 0.02 0.01 1.15 -0.21 -0.39 0.02 -0.03 -0.10 0.08 -0.48 -0.26 0.13 0.11 0.12 0.25 -0.65 0.24 0.21

#two
Formula: C16H30As3Cl3N3PdSeSi
Source: the OMol25 dataset
Level of theory: the ωB97M-V functional and the def2-TZVPD basis

Geometry as ORCA input:
```
! RIJCOSX wB97M-V def2-TZVPD def2/J DEFGRID3
* xyz 1 1
Pd -0.08 -0.24 0.19
C -2.84 0.96 2.42
As -1.34 1.57 1.32
C -0.54 2.80 2.62
C -2.38 2.77 0.12
C -1.68 3.29 -1.15
C -0.22 3.61 -0.82
C -1.73 2.26 -2.28
As -1.09 0.40 -1.91
C -2.73 -0.65 -2.04
C -0.29 -0.04 -3.65
C -2.33 4.61 -1.62
As -4.24 4.94 -2.20
C -4.45 3.71 -3.75
C -5.35 3.90 -0.94
H -3.39 1.85 2.75
H -2.46 0.43 3.29
H -3.50 0.30 1.86
H -1.28 3.56 2.90
H 0.36 3.27 2.25
H -0.29 2.22 3.51
H -2.71 3.61 0.74
H -3.26 2.19 -0.18
H 0.32 2.69 -0.55
H -0.17 4.32 0.01
H 0.29 4.06 -1.67
H -1.13 2.62 -3.13
H -2.77 2.16 -2.62
H -3.33 -0.34 -2.89
H -3.32 -0.55 -1.12
H -2.46 -1.70 -2.15
H -1.00 0.17 -4.46
H -0.03 -1.10 -3.65
H 0.62 0.53 -3.81
H -1.76 4.98 -2.48
H -2.18 5.36 -0.83
H -3.58 3.75 -4.40
H -5.31 4.05 -4.32
H -4.65 2.68 -3.45
H -5.18 4.22 0.09
H -5.20 2.82 -1.02
H -6.39 4.11 -1.17
Se 2.18 -1.08 3.38
N 3.75 -0.56 2.82
C 3.62 0.20 1.73
C 4.63 0.81 0.97
C 4.24 1.49 -0.16
C 2.89 1.55 -0.54
N 1.92 1.00 0.17
C 2.27 0.36 1.30
N 1.33 -0.23 2.07
H 5.66 0.74 1.27
H 4.97 1.98 -0.78
H 2.59 2.07 -1.44
Cl -1.59 -1.98 1.05
Si 0.52 -2.52 -0.31
Cl -0.37 -3.96 -1.44
Cl 1.47 -3.45 1.28
*
```

The calculation puts the HOMO energy (alpha / beta) at -0.3832 / -0.3824 Eh. For the gap between HOMO and LUMO (alpha / beta), the calculation gives 6.017 / 5.879 eV. The calculation puts the LUMO energy (alpha / beta) at -4.410 / -4.526 eV.

List of Löwdin charges in e, atom by atom: 0.04 -0.29 1.11 -0.25 -0.32 -0.68 -0.09 -0.29 1.09 -0.29 -0.27 -0.37 1.15 -0.35 -0.35 0.04 0.04 0.02 0.04 0.03 0.03 0.09 0.06 0.01 0.09 0.09 0.09 0.05 0.04 0.01 0.01 0.04 0.02 0.03 0.07 0.06 0.02 0.02 0.00 0.01 0.00 0.02 1.17 -0.22 -0.36 0.04 -0.03 -0.10 0.02 -0.50 -0.33 0.13 0.11 0.12 -0.01 -0.33 0.24 0.19

Result of the stability comparison: #two is the least stable of them.

#one
Formula: C4H12N2O
Source: the OMol25 dataset
Level of theory: the ωB97M-V functional and the def2-TZVPD basis

Geometry as ORCA input:
```
! RIJCOSX wB97M-V def2-TZVPD def2/J DEFGRID3
* xyz 1 2
N 1.74 -0.78 -2.14
C 1.11 0.03 -1.16
C -0.47 0.00 -1.30
N -1.04 -0.76 -0.21
C -1.38 -0.17 1.03
C -0.38 0.86 1.65
O 0.33 0.22 2.70
H -0.17 0.30 3.53
H 1.61 -0.47 -3.09
H 2.69 -1.00 -1.85
H 1.32 -0.30 -0.15
H 1.31 1.10 -1.20
H -0.71 -0.55 -2.20
H -0.93 0.97 -1.24
H -0.58 -1.67 -0.13
H -1.56 -0.96 1.77
H -2.37 0.31 0.98
H 0.41 1.15 0.97
H -0.93 1.72 2.03
*
```

The calculation puts the HOMO energy (alpha / beta) at -0.5102 / -0.5002 Eh. For the gap between HOMO and LUMO (alpha / beta), the calculation gives 11.222 / 6.086 eV. The calculation puts the LUMO energy (alpha / beta) at -2.661 / -7.524 eV.

List of Löwdin charges in e, atom by atom: 0.05 -0.24 -0.10 0.11 -0.12 -0.18 -0.04 0.11 0.10 0.10 0.11 0.13 0.14 0.13 0.18 0.14 0.15 0.10 0.13

#two
Formula: C4H12N2O
Source: the OMol25 dataset
Level of theory: the ωB97M-V functional and the def2-TZVPD basis

Geometry as ORCA input:
```
! RIJCOSX wB97M-V def2-TZVPD def2/J DEFGRID3
* xyz 1 2
N 1.36 -1.60 -1.04
C 2.15 -0.53 -0.91
C 1.39 0.62 -0.20
N 0.03 0.13 0.30
C -0.93 1.02 0.96
C -2.42 0.40 0.97
O -2.73 -0.23 -0.34
H 1.89 -2.47 -0.95
H 0.45 -1.50 -0.64
H 3.00 -1.02 -0.40
H 2.71 -0.06 -1.78
H 1.12 1.43 -0.91
H 2.15 0.87 0.60
H -0.45 -0.18 -0.55
H -1.01 1.98 0.49
H -0.77 1.15 2.02
H -3.19 1.21 0.97
H -2.59 -0.22 1.79
H -2.16 -1.00 -0.37
*
```

The calculation puts the HOMO energy (alpha / beta) at -0.5199 / -0.5101 Eh. For the gap between HOMO and LUMO (alpha / beta), the calculation gives 10.793 / 5.777 eV. The calculation puts the LUMO energy (alpha / beta) at -3.355 / -8.104 eV.

List of Löwdin charges in e, atom by atom: 0.23 -0.22 -0.10 -0.06 -0.15 -0.13 -0.08 0.17 0.09 0.16 0.20 0.14 0.16 0.09 0.11 0.12 0.14 0.09 0.05

#three
Formula: C4H12N2O
Source: the OMol25 dataset
Level of theory: the ωB97M-V functional and the def2-TZVPD basis

Geometry as ORCA input:
```
! RIJCOSX wB97M-V def2-TZVPD def2/J DEFGRID3
* xyz 1 2
N -1.21 -1.53 0.63
C -0.56 -0.74 -0.35
C -1.56 -0.04 -1.27
O -1.70 1.33 -0.91
C 0.55 0.24 0.07
N 1.81 -0.30 0.55
C 2.53 0.80 1.38
H -0.67 -2.36 0.65
H -1.48 -1.12 1.48
H 0.11 -1.50 -0.87
H -2.51 -0.51 -1.31
H -1.18 -0.14 -2.25
H -1.94 1.71 -1.74
H 0.75 0.90 -0.79
H 0.11 0.88 0.89
H 2.33 -0.42 -0.34
H 1.84 1.48 1.94
H 3.36 0.24 1.80
H 2.94 1.43 0.58
*
```

The calculation puts the HOMO energy (alpha / beta) at -0.5387 / -0.5012 Eh. For the gap between HOMO and LUMO (alpha / beta), the calculation gives 11.639 / 5.226 eV. The calculation puts the LUMO energy (alpha / beta) at -3.020 / -8.412 eV.

List of Löwdin charges in e, atom by atom: 0.18 -0.33 -0.18 -0.03 -0.17 0.04 0.00 0.10 0.11 0.17 0.12 0.12 0.09 0.17 0.15 0.15 0.11 0.09 0.10

Result of the stability comparison: #two is the least stable of them.

#one
Formula: C4H7N2S
Source: the OMol25 dataset
Level of theory: the ωB97M-V functional and the def2-TZVPD basis

Geometry as ORCA input:
```
! RIJCOSX wB97M-V def2-TZVPD def2/J DEFGRID3
* xyz 1 1
C 0.39 1.50 0.10
C -1.34 0.09 0.37
C -0.12 -0.69 0.06
C -0.26 -1.71 -1.07
N 0.91 0.33 -0.14
N -0.93 1.36 0.39
S 0.95 1.57 3.10
H 0.90 2.45 0.02
H 0.12 -1.25 0.98
H 0.68 -2.22 -1.26
H -0.61 -1.23 -1.98
H -0.99 -2.45 -0.76
H 1.86 0.13 -0.41
H -1.56 2.13 0.60
*
```

The calculation puts the HOMO energy (alpha / beta) at -0.5076 / -0.5076 Eh. For the gap between HOMO and LUMO (alpha / beta), the calculation gives 6.994 / 6.970 eV. The calculation puts the LUMO energy (alpha / beta) at -6.818 / -6.843 eV.

List of Löwdin charges in e, atom by atom: -0.14 0.09 -0.36 -0.01 0.14 0.05 0.26 0.15 0.17 0.09 0.09 0.10 0.19 0.17

#two
Formula: C4H7N2S
Source: the OMol25 dataset
Level of theory: the ωB97M-V functional and the def2-TZVPD basis

Geometry as ORCA input:
```
! RIJCOSX wB97M-V def2-TZVPD def2/J DEFGRID3
* xyz 1 1
C -0.54 -1.70 0.31
C -0.15 -0.49 -0.50
N -0.93 0.69 -0.25
C -0.27 1.69 0.22
N 1.03 1.48 0.23
C 1.30 0.11 -0.08
S 2.82 -0.44 0.09
H -0.76 -1.60 1.34
H 0.17 -2.61 0.28
H -1.47 -2.01 -0.23
H -0.09 -0.56 -1.57
H -1.96 0.61 -0.55
H -0.78 2.67 0.22
H 1.62 2.17 0.50
*
```

The calculation puts the HOMO energy at -0.4906 Eh. For the gap between HOMO and LUMO, the calculation gives 8.379 eV. The calculation puts the LUMO energy at -4.969 eV.

List of Löwdin charges in e, atom by atom: -0.03 -0.29 0.09 -0.05 0.10 -0.67 0.83 0.08 0.13 0.10 0.16 0.23 0.19 0.12

Result of the stability comparison: #one is the least stable of them.

#one
Formula: C4H7N2S
Source: the OMol25 dataset
Level of theory: the ωB97M-V functional and the def2-TZVPD basis

Geometry as ORCA input:
```
! RIJCOSX wB97M-V def2-TZVPD def2/J DEFGRID3
* xyz 1 1
C -0.04 0.93 1.12
C -0.54 2.18 1.25
C 0.87 -1.73 -0.21
C -0.14 -0.90 -0.96
N -0.99 1.32 -1.07
N -0.38 0.41 -0.45
S -1.23 2.77 -0.37
H 0.33 0.41 2.02
H -0.46 2.82 2.05
H 0.60 -2.28 0.67
H 1.74 -1.18 -0.12
H 1.06 -2.56 -0.83
H -1.14 -1.56 -1.11
H 0.31 -0.64 -1.98
*
```

The calculation puts the HOMO energy (alpha / beta) at -0.5614 / -0.5614 Eh. For the gap between HOMO and LUMO (alpha / beta), the calculation gives 9.941 / 9.941 eV. The calculation puts the LUMO energy (alpha / beta) at -5.336 / -5.335 eV.

List of Löwdin charges in e, atom by atom: 0.03 -0.25 -0.07 -0.20 -0.27 -0.13 1.11 0.14 0.06 0.09 0.07 0.08 0.20 0.16

#two
Formula: C4H7N2S
Source: the OMol25 dataset
Level of theory: the ωB97M-V functional and the def2-TZVPD basis

Geometry as ORCA input:
```
! RIJCOSX wB97M-V def2-TZVPD def2/J DEFGRID3
* xyz 1 1
C -2.66 -0.61 -0.20
S -1.70 0.87 0.16
N 0.00 0.40 0.10
C 0.94 1.40 -0.05
C 2.19 0.82 -0.01
N 2.06 -0.49 0.11
C 0.77 -0.78 0.31
H -2.42 -1.42 0.42
H -2.49 -0.83 -1.27
H -3.74 -0.30 -0.03
H 0.58 2.36 -0.22
H 3.09 1.43 -0.25
H 2.84 -1.10 0.37
H 0.54 -1.76 0.58
*
```

The calculation puts the HOMO energy at -0.4920 Eh. For the gap between HOMO and LUMO, the calculation gives 9.739 eV. The calculation puts the LUMO energy at -3.649 eV.

List of Löwdin charges in e, atom by atom: -0.36 0.97 -0.32 -0.07 -0.08 0.09 -0.01 0.02 0.06 0.08 0.11 0.17 0.20 0.13

Result of the stability comparison: #one is the least stable of them.